Formula: C4H10O2S5
Source: OMol25
Level of theory: ωB97M-V with the def2-TZVPD basis set

The geometry in XYZ format:
```
21
Properties=species:S:1:pos:R:3:nbo_charge:R:1
O -0.499 0.115 -1.213 -0.7363
C 0.297 -0.846 -0.538 0.2467
C -0.271 -1.714 0.328 -0.4360
S 0.459 -2.810 1.499 0.0427
C 1.620 -0.704 -1.003 -0.5759
S 1.929 -1.487 -2.635 -0.0420
H -1.425 0.270 -0.773 0.5180
H -1.349 -1.766 0.345 0.2273
H 1.690 -2.385 1.261 0.1124
H 2.443 -1.061 -0.342 0.2434
H 1.654 0.491 -1.014 0.2452
H 0.759 -1.690 -3.235 0.1420
O -2.556 0.537 0.985 -0.6064
C -2.528 0.717 2.185 0.2361
S -1.104 1.059 3.181 0.0320
S -3.972 0.688 3.183 0.0271
H -0.331 1.100 2.062 0.1658
H -4.822 0.711 2.154 0.1534
S 2.604 3.273 -1.700 -0.2886
H 1.744 2.461 -2.149 0.1320
H 3.656 3.041 -2.580 0.1611
```

Results
Relative energy (zero: lowest compared OMol25 entry of this formula, charge and spin) (kcal per mole): 0.0
Energy (a.u.): -2299.7529
Highest occupied orbital energy (eV): -8.0
SMILES: O/C(=C/S)CS.O=C(S)S.S